Record 1
Density functional theory data (ωB97M-V/def2-TZVPD) for a cluster of 2 separate species, C2H5FS in total.

ΔE to the lowest compared entry with this formula, charge and spin, kJ/mol: 0.0
Expectation value of S²: 2.01
Frontier orbital gap (alpha / beta), eV: 7.57 / 7.92
Multiplicity: 3
E_HOMO (alpha / beta), eV: -6.764 / -10.266

Last column: natural (NBO) charge in e.
Cartesian coordinates (Å):
C  -0.3709  1.2049  0.8282  -0.6394
C  -0.0036  -0.2557  0.4747  -0.5417
F  0.0847  -1.7464  -2.2178  -0.5636
S  1.4618  -0.9949  0.4856  0.2757
H  0.0819  1.7409  -0.0769  0.2165
H  0.0715  1.4533  1.7589  0.2187
H  -1.4199  1.4592  0.6481  0.2309
H  -0.8871  -0.7959  0.2231  0.2394
H  0.9816  -2.0653  -2.1238  0.5635

Atoms 1-2, force components in eV/Å:
C 1.36 -0.66 -3.54
C -2.08 1.57 0.70

---

Record 2
Density functional theory data (ωB97M-V/def2-TZVPD) for a structure of composition C2H5IInN2O3S.

Total charge: -1
Frontier orbital gap, eV: 8.31
Multiplicity: 1
E_HOMO, eV: -5.743

Last column: Löwdin charge in e.
Cartesian coordinates (Å):
C  -0.7244  -1.5827  1.8972  -0.1978
S  0.6136  -0.8473  0.9051  0.4652
O  1.1265  -1.8712  -0.0014  -0.4340
O  1.6231  -0.3273  1.8348  -0.4574
In  -0.2498  1.1867  -0.3239  0.3644
N  1.4422  2.1078  -1.1909  -0.1753
I  -1.4287  3.0349  1.3849  0.0739
O  -1.6198  0.7376  -1.8599  -0.1928
C  -1.0280  0.0648  -2.7605  -0.5841
N  -0.6536  -0.7484  -3.4982  0.0944
H  -0.4366  -1.5067  2.9478  0.0508
H  -1.6800  -1.0819  1.7324  0.0446
H  -0.7989  -2.6339  1.6087  0.0502
H  2.2166  1.8257  -0.5933  -0.0509
H  1.5978  1.6419  -2.0828  -0.0513

Atoms 1-2, force components in eV/Å:
C 0.27 -0.41 0.19
S 0.49 0.03 -0.02

---

Record 3
Density functional theory data (ωB97M-V/def2-TZVPD) for a cluster of 2 separate species, C2H5IN2 in total.

ΔE to the lowest compared entry with this formula, charge and spin, kJ/mol: 259.4
Frontier orbital gap, eV: 8.40
Multiplicity: 1
E_HOMO, eV: -7.921

Last column: natural (NBO) charge in e.
Cartesian coordinates (Å):
C  0.1806  2.0675  0.1651  -0.0260
C  1.1994  -1.0792  -0.3570  -0.4364
N  0.2873  0.9683  -0.1872  0.0026
N  0.2711  -0.0884  -0.8361  -0.3695
I  -3.4006  -0.0946  -0.1829  -0.1015
H  -2.6143  -0.5497  1.2214  0.1025
H  0.2222  2.9327  0.7486  0.2420
H  1.6900  -1.6571  -1.1591  0.2134
H  1.7815  -0.6908  0.4613  0.1880
H  0.3828  -1.8087  0.1259  0.1849

Atoms 1-2, force components in eV/Å:
C 0.43 0.02 0.51
C -3.23 -2.46 1.25

---

Record 4
Density functional theory data (ωB97M-V/def2-TZVPD) for a cluster of 2 separate species, C2H5IN4 in total.

ΔE to the lowest compared entry with this formula, charge and spin, kJ/mol: 425.7
Frontier orbital gap, eV: 6.89
Multiplicity: 1
E_HOMO, eV: -8.331

Last column: natural (NBO) charge in e.
Cartesian coordinates (Å):
C  0.0168  -0.2360  0.9187  0.1786
C  -0.6974  -2.2100  -0.1509  -0.4429
N  0.4073  1.0647  0.8807  -0.1333
N  0.5252  3.7409  0.0842  -0.4823
N  -0.3148  -0.8476  -0.1421  -0.3524
N  0.7527  1.6842  -0.0975  -0.1179
I  0.7015  1.1710  -2.0875  0.2954
H  0.0220  -0.6563  1.9302  0.1723
H  -0.1809  -2.6896  -0.9882  0.2232
H  -1.7725  -2.2620  -0.3577  0.2256
H  -0.4774  -2.7361  0.7893  0.1798
H  1.0172  3.9767  -0.7793  0.2539

Atoms 1-2, force components in eV/Å:
C -0.74 -2.89 -0.82
C -0.23 -0.63 0.20

---

What energy values result from the calculations? In sequence: -577.131653; -1300.578001; -486.258355; -595.654272 hartree.
What F_max values result from the calculations? In sequence: 3.8; 1.6; 4.2; 3.3 eV/Å.